Entry 1:
The following is a DFT calculation (ωB97M-V/def2-TZVPD) of a 9-piece molecular cluster, C45H90NO10 overall in a non-equilibrium geometry.

Positions of all 146 atoms, in Å:
C1 4.303 -5.490 1.490
C2 4.908 -4.986 0.086
C3 5.506 -3.510 0.244
C4 4.425 -2.380 0.611
C5 2.969 -2.602 -0.023
C6 1.959 -1.600 0.781
C7 1.772 -0.192 0.016
C8 0.743 0.772 0.806
C9 -0.694 0.901 0.066
C10 -1.873 0.940 1.179
C11 -3.307 1.358 0.563
C12 -4.367 0.118 0.515
C13 -5.607 0.403 1.495
C14 -7.037 -0.087 0.912
N1 -7.379 -1.488 1.216
C15 -8.235 -2.158 0.224
C16 -9.622 -2.761 0.727
C17 -10.401 -3.594 -0.439
C18 -10.533 -2.782 -1.816
C19 -11.911 -3.902 0.105
C20 -7.675 -1.762 2.633
C21 -8.788 -0.837 3.321
O1 -9.672 -0.140 2.721
O2 -8.821 -0.832 4.721
H1 5.039 -6.178 2.024
H2 3.276 -5.963 1.306
H3 4.125 -4.595 2.196
H4 4.073 -5.016 -0.701
H5 5.685 -5.770 -0.240
H6 6.263 -3.554 1.118
H7 6.118 -3.221 -0.682
H8 4.401 -2.191 1.751
H9 4.826 -1.393 0.163
H10 2.543 -3.649 0.118
H11 2.964 -2.245 -1.114
H12 0.938 -2.108 0.842
H13 2.351 -1.457 1.857
H14 2.818 0.301 0.019
H15 1.487 -0.373 -1.077
H16 0.583 0.287 1.839
H17 1.225 1.793 1.019
H18 -0.813 0.006 -0.655
H19 -0.708 1.886 -0.535
H20 -1.545 1.732 1.956
H21 -1.871 -0.083 1.690
H22 -3.110 1.803 -0.478
H23 -3.688 2.226 1.216
H24 -4.644 -0.041 -0.578
H25 -3.787 -0.780 0.955
H26 -5.693 1.549 1.603
H27 -5.368 -0.004 2.532
H28 -7.808 0.697 1.214
H29 -6.935 -0.003 -0.238
H30 -8.481 -1.437 -0.645
H31 -7.637 -3.022 -0.268
H32 -9.530 -3.512 1.598
H33 -10.332 -1.915 1.012
H34 -9.912 -4.627 -0.546
H35 -11.511 -3.103 -2.322
H36 -10.544 -1.645 -1.691
H37 -9.670 -3.129 -2.494
H38 -11.978 -3.651 1.228
H39 -12.704 -3.268 -0.429
H40 -12.160 -5.029 0.035
H41 -6.698 -1.557 3.220
H42 -7.904 -2.870 2.861
C22 -11.498 2.002 -0.477
C23 -10.451 1.936 -1.557
O3 -9.483 1.210 -1.452
C24 -10.651 2.804 -2.773
H43 -11.222 1.325 0.336
H44 -11.559 3.018 -0.080
H45 -12.466 1.692 -0.877
H46 -10.675 3.856 -2.479
H47 -11.581 2.530 -3.276
H48 -9.821 2.653 -3.466
C25 2.168 5.177 -2.032
C26 0.786 4.585 -1.955
O4 0.554 3.610 -1.267
C27 -0.299 5.249 -2.761
H49 2.846 4.597 -1.402
H50 2.531 5.140 -3.062
H51 2.152 6.208 -1.673
H52 -0.046 5.216 -3.823
H53 -0.425 6.284 -2.434
H54 -1.240 4.717 -2.609
C28 -0.595 -6.436 -0.562
C29 0.448 -7.271 0.131
O5 1.610 -6.913 0.187
C30 -0.002 -8.566 0.754
H55 -0.129 -5.533 -0.962
H56 -1.033 -7.000 -1.389
H57 -1.371 -6.144 0.149
H58 -0.414 -9.225 -0.014
H59 -0.751 -8.368 1.523
H60 0.854 -9.062 1.217
C31 2.565 1.251 3.978
C32 3.669 2.147 3.481
O6 4.472 1.761 2.651
C33 3.740 3.539 4.051
H61 2.636 0.281 3.481
H62 2.664 1.102 5.055
H63 1.595 1.694 3.744
H64 3.892 3.491 5.131
H65 2.821 4.082 3.821
H66 4.582 4.070 3.603
C34 7.747 5.442 6.284
C35 6.838 5.940 5.192
O7 5.627 5.886 5.304
C36 7.485 6.507 3.957
H67 7.144 5.062 7.112
H68 8.373 4.631 5.906
H69 8.370 6.261 6.652
H70 8.100 5.743 3.475
H71 8.095 7.373 4.221
H72 6.711 6.825 3.257
C37 5.078 -3.289 -5.267
C38 4.678 -4.109 -4.069
O8 5.343 -4.105 -3.049
C39 3.424 -4.935 -4.180
H73 5.997 -2.747 -5.043
H74 5.256 -3.943 -6.121
H75 4.293 -2.566 -5.500
H76 3.529 -5.663 -4.988
H77 2.566 -4.285 -4.366
H78 3.260 -5.473 -3.244
C40 9.183 -2.326 -7.979
C41 8.224 -3.099 -7.112
O9 7.020 -2.966 -7.227
C42 8.813 -4.041 -6.096
H79 8.619 -1.688 -8.663
H80 9.821 -1.695 -7.357
H81 9.791 -3.017 -8.567
H82 9.435 -3.486 -5.391
H83 9.405 -4.808 -6.600
H84 8.007 -4.529 -5.544
C43 6.292 9.919 3.258
C44 7.343 9.842 2.182
O10 8.309 9.110 2.291
C45 7.151 10.706 0.964
H85 6.559 9.244 4.074
H86 6.235 10.936 3.650
H87 5.324 9.614 2.855
H88 7.132 11.758 1.254
H89 6.220 10.436 0.459
H90 7.982 10.548 0.273

Properties
Charge: -1
Max |F|: 6.15 eV/A
Frontier orbital gap: 5.07 eV
Highest occupied orbital energy: -0.1319 hartree
Electronic energy: -70085.501 eV

These are the Löwdin partial charges, in e, on atoms 1 to 8: -0.13 -0.27 -0.23 -0.21 -0.19 -0.21 -0.21 -0.21

***

Entry 2:
The following is a DFT calculation (ωB97M-V/def2-TZVPD) of a 2-piece molecular cluster, C4H6OSi overall in a non-equilibrium geometry.

Positions of all 12 atoms, in Å:
C1 0.101 1.881 -0.853
C2 0.857 1.180 -0.264
Si1 1.899 -0.049 0.746
H1 -0.689 2.569 -0.980
H2 3.103 -0.400 0.034
H3 0.939 -1.151 0.598
H4 2.454 0.118 2.022
C3 -1.489 -1.139 -0.615
C4 -2.029 -0.321 0.190
O1 -2.403 0.435 0.963
H5 -0.943 -1.941 -0.218
H6 -1.800 -1.183 -1.623

Properties
Relative energy (zero: lowest compared OMol25 entry of this formula, charge and spin): 81.6 kcal per mole
Max |F|: 3.37 eV/A
Frontier orbital gap: 9.98 eV
Highest occupied orbital energy: -0.3369 hartree
SMILES: C#C[SiH3].C=C=O
Electronic energy: -14166.156 eV

These are the Löwdin partial charges, in e, on atoms 1 to 8: 0.00 -0.31 0.64 0.03 -0.10 -0.09 -0.11 -0.02

***

Entry 3:
The following is a DFT calculation (ωB97M-V/def2-TZVPD) of a 2-piece molecular cluster, C6H10BrF2NO2 overall in a non-equilibrium geometry.

Positions of all 22 atoms, in Å:
C1 1.287 0.022 0.212
C2 -1.026 0.078 1.001
C3 0.908 1.329 -0.596
C4 -1.215 1.290 0.036
C5 -0.190 -1.956 0.065
C6 -1.502 -1.552 -2.493
N1 0.052 -0.771 0.546
O1 -0.044 2.141 -0.040
O2 0.670 -2.806 -0.492
F1 -0.949 -2.864 -2.572
F2 -2.753 -1.561 -2.901
Br1 -0.536 -0.380 -3.778
H1 1.917 -0.551 -0.539
H2 1.956 0.048 1.077
H3 -0.917 0.398 2.012
H4 -1.864 -0.582 0.917
H5 1.850 1.854 -0.678
H6 0.653 0.967 -1.649
H7 -1.500 0.985 -0.896
H8 -2.100 1.946 0.511
H9 -1.210 -2.266 0.056
H10 0.333 -3.320 -1.175

Properties
Max |F|: 5.38 eV/A
Frontier orbital gap: 6.76 eV
Highest occupied orbital energy: -0.2479 hartree
Electronic energy: -87442.539 eV

These are the Löwdin partial charges, in e, on atoms 1 to 8: -0.05 -0.09 -0.23 -0.13 -0.12 -0.81 -0.04 -0.10

***

Entry 4:
The following is a DFT calculation (ωB97M-V/def2-TZVPD) of C4H7N2S as an isolated structure in a non-equilibrium geometry.

Positions of all 14 atoms, in Å:
C1 2.428 -0.819 -0.024
C2 2.979 0.415 -0.041
C3 0.993 -0.716 0.081
C4 -2.405 1.734 -0.094
N1 0.530 0.534 0.132
N2 0.166 -1.755 0.139
S1 1.727 1.610 0.070
H1 2.962 -1.744 -0.097
H2 4.011 0.696 -0.107
H3 -1.355 1.964 -0.034
H4 -3.054 2.272 -0.759
H5 -2.814 0.956 0.525
H6 0.521 -2.696 0.101
H7 -0.828 -1.612 0.194

Properties
Relative energy (zero: lowest compared OMol25 entry of this formula, charge and spin): 85.7 kcal per mole
Charge: +1
Max |F|: 1.34 eV/A
Frontier orbital gap (spin up / spin down): 10.36 / 3.71 eV
Highest occupied orbital energy (spin up / spin down): -0.5362 / -0.4275 hartree
Electronic energy: -18066.677 eV

These are the Löwdin partial charges, in e, on atoms 1 to 8: -0.05 -0.28 -0.43 0.09 -0.23 0.29 1.18 0.13

***

Entry 5:
The following is a DFT calculation (ωB97M-V/def2-TZVPD) of C43H39Br2GeIN6O4STi as an isolated structure in a non-equilibrium geometry.

Positions of all 98 atoms, in Å:
Ti1 -0.420 0.120 -0.376
C1 1.684 -1.640 -3.958
C2 2.532 -1.308 -2.764
N1 3.811 -1.664 -2.792
C3 4.566 -1.320 -1.750
C4 4.141 -0.584 -0.669
C5 5.126 -0.226 0.408
O1 5.469 1.159 0.443
C6 2.765 -0.192 -0.593
C7 2.296 0.601 0.459
N2 1.024 0.972 0.794
C8 0.849 1.344 2.100
C9 1.671 0.832 3.145
C10 1.406 1.012 4.479
C11 0.317 1.769 4.890
C12 -0.433 2.399 3.910
C13 -0.164 2.212 2.570
I1 -1.233 3.498 1.264
C14 1.936 -0.636 -1.680
O2 0.664 -0.389 -1.696
H1 2.311 -2.010 -4.768
H2 1.146 -0.742 -4.275
H3 0.940 -2.398 -3.700
H4 5.592 -1.665 -1.803
H5 6.067 -0.768 0.247
H6 4.736 -0.513 1.399
H7 4.783 1.634 -0.039
H8 3.064 1.006 1.118
H9 2.523 0.225 2.882
H10 2.057 0.549 5.208
H11 0.076 1.888 5.936
H12 -1.229 3.073 4.191
Br1 -2.495 -4.772 -4.372
C15 -1.963 -3.411 -3.129
C16 -2.577 -2.143 -3.188
C17 -2.285 -1.292 -2.146
N3 -1.431 -1.527 -1.158
C18 -0.677 -2.711 -1.212
C19 -1.070 -3.717 -2.167
C20 0.453 -2.904 -0.426
C21 1.448 -3.872 -0.755
C22 2.595 -3.981 -0.051
Br2 3.930 -5.241 -0.545
C23 2.838 -3.159 1.087
C24 1.854 -2.292 1.430
N4 0.704 -2.108 0.737
H13 -3.260 -1.869 -3.972
H14 -2.828 -0.351 -2.106
H15 -0.665 -4.713 -2.079
H16 1.300 -4.483 -1.630
H17 3.752 -3.244 1.650
H18 1.935 -1.708 2.338
O3 1.867 1.980 -2.070
S1 0.608 2.621 -2.345
O4 0.344 2.887 -3.746
N5 -0.575 1.864 -1.561
C25 -1.895 2.162 -1.782
C26 -2.401 2.976 -2.802
C27 -3.759 3.230 -2.886
C28 -4.648 2.703 -1.970
C29 -4.190 1.869 -0.937
C30 -5.046 1.296 0.031
C31 -4.482 0.488 1.009
C32 -3.123 0.262 1.030
N6 -2.257 0.775 0.121
C33 -2.803 1.579 -0.857
C34 0.771 4.229 -1.519
C35 1.697 4.311 -0.490
C36 1.824 5.480 0.238
C37 1.025 6.571 -0.068
C38 0.114 6.494 -1.111
C39 -0.012 5.323 -1.840
H19 -1.719 3.364 -3.539
H20 -4.124 3.857 -3.692
H21 -5.706 2.922 -2.035
H22 -6.105 1.513 0.012
H23 -5.104 0.044 1.777
H24 -2.681 -0.315 1.837
H25 2.300 3.440 -0.282
H26 2.534 5.537 1.051
H27 1.110 7.482 0.507
H28 -0.506 7.346 -1.353
H29 -0.712 5.251 -2.658
C40 -3.409 -2.682 2.906
Ge1 -1.522 -2.834 2.172
C41 -0.476 -3.170 3.880
C42 -1.519 -4.661 1.324
C43 -0.383 -1.355 1.272
H30 -3.670 -3.618 3.395
H31 -4.139 -2.486 2.129
H32 -3.474 -1.888 3.645
H33 -1.015 -3.825 4.560
H34 -0.278 -2.233 4.400
H35 0.483 -3.631 3.655
H36 -1.915 -5.393 2.026
H37 -0.511 -4.958 1.050
H38 -2.132 -4.674 0.428
H39 -0.016 -0.878 2.200

Properties
Relative energy (zero: lowest compared OMol25 entry of this formula, charge and spin): 19.9 kcal per mole
Charge: -2
Max |F|: 2.37 eV/A
Frontier orbital gap (spin up / spin down): 4.28 / 4.28 eV
Highest occupied orbital energy (spin up / spin down): -0.0152 / -0.0155 hartree
Spin multiplicity: 3
Electronic energy: -301008.019 eV

These are the Löwdin partial charges, in e, on atoms 1 to 8: 1.01 0.00 -0.26 0.10 -0.14 -0.16 -0.23 -0.08

***

Entry 6:
The following is a DFT calculation (ωB97M-V/def2-TZVPD) of C14H42AlO18S as an isolated structure in a non-equilibrium geometry.

Positions of all 76 atoms, in Å:
Al1 -4.396 -0.440 -2.768
S1 -1.140 0.085 -0.081
O1 -1.392 0.877 1.088
O2 -0.353 -1.063 0.333
O3 -2.407 -0.350 -0.673
O4 -0.361 0.801 -1.072
C1 2.989 -2.742 0.671
C2 4.062 -3.600 -0.055
O5 4.442 -2.960 -1.213
O6 3.531 -1.883 1.591
H1 2.464 -3.427 1.337
H2 2.287 -2.239 0.006
H3 3.626 -4.540 -0.394
H4 4.970 -3.820 0.507
H5 4.430 -3.513 -1.998
H6 2.829 -1.276 1.837
C3 -1.004 3.711 -0.173
C4 -1.024 5.308 -0.022
O7 -1.945 5.955 -0.868
O8 -2.160 3.071 0.332
H7 -0.148 3.330 0.383
H8 -0.866 3.257 -1.154
H9 -0.027 5.699 -0.226
H10 -1.291 5.469 1.023
H11 -2.805 5.596 -0.638
H12 -1.863 2.282 0.791
C5 -3.786 0.445 3.527
C6 -2.572 -0.355 4.053
O9 -1.320 0.216 3.737
O10 -3.873 0.365 2.164
H13 -3.760 1.476 3.880
H14 -4.694 -0.024 3.906
H15 -2.477 -1.391 3.729
H16 -2.606 -0.538 5.127
H17 -1.214 0.391 2.798
H18 -3.001 0.442 1.770
C7 -1.009 -3.856 1.552
C8 -1.155 -4.304 0.099
O11 -0.400 -3.449 -0.733
O12 -1.600 -2.638 1.861
H19 0.036 -3.747 1.841
H20 -1.358 -4.633 2.233
H21 -2.186 -4.464 -0.217
H22 -0.550 -5.205 0.002
H23 -0.477 -2.558 -0.383
H24 -1.058 -2.007 1.382
C9 2.645 0.004 -2.015
C10 2.546 1.393 -2.480
O13 1.722 2.204 -1.605
O14 1.461 -0.802 -2.336
H25 2.761 -0.060 -0.933
H26 3.458 -0.492 -2.546
H27 2.094 1.497 -3.466
H28 3.558 1.776 -2.612
H29 0.904 1.735 -1.425
H30 0.813 -0.366 -1.779
C11 -1.129 0.712 -4.264
C12 -2.113 1.035 -5.378
O15 -3.044 -0.019 -5.412
O16 -1.771 1.066 -3.064
H31 -0.264 1.365 -4.380
H32 -0.711 -0.295 -4.246
H33 -1.653 1.138 -6.361
H34 -2.556 2.005 -5.151
H35 -3.608 0.106 -6.179
H36 -1.197 1.108 -2.295
C13 1.792 1.013 2.110
C14 3.079 1.122 3.056
O17 2.780 0.565 4.382
O18 1.457 -0.358 2.241
H37 2.172 1.126 1.095
H38 1.046 1.704 2.504
H39 3.407 2.161 3.099
H40 3.957 0.642 2.623
H41 2.366 -0.269 4.150
H42 0.644 -0.568 1.777

Properties
Max |F|: 3.59 eV/A
Frontier orbital gap (spin up / spin down): 7.64 / 2.50 eV
Highest occupied orbital energy (spin up / spin down): -0.3148 / -0.3148 hartree
Spin multiplicity: 2
Electronic energy: -69478.227 eV

These are the Löwdin partial charges, in e, on atoms 1 to 8: 1.06 0.33 -0.31 -0.34 -0.39 -0.33 -0.10 -0.19

***

Entry 7:
The following is a DFT calculation (ωB97M-V/def2-TZVPD) of C21H33O16Rb2 as an isolated structure in a non-equilibrium geometry.

Positions of all 72 atoms, in Å:
Rb1 1.415 -5.209 1.259
Rb2 4.808 -3.116 1.251
C1 1.255 -1.542 -0.134
O1 2.107 -2.613 0.173
H1 0.792 -1.100 0.747
H2 1.669 -0.691 -0.674
H3 0.416 -1.924 -0.715
C2 -0.344 1.565 -2.490
C3 0.177 1.234 -3.879
C4 1.530 1.867 -4.169
O2 2.397 0.752 -4.254
C5 1.781 -0.389 -4.147
O3 2.299 -1.475 -4.141
O4 0.459 -0.163 -3.893
H4 -1.295 1.047 -2.370
H5 -0.595 2.619 -2.368
H6 0.264 1.254 -1.641
H7 -0.456 1.550 -4.708
H8 1.718 2.481 -3.289
H9 1.467 2.471 -5.074
C6 -3.363 -2.594 -1.173
C7 -2.764 -1.890 -2.395
C8 -2.097 -2.721 -3.518
O5 -2.671 -2.321 -4.747
C9 -3.556 -1.308 -4.525
O6 -4.168 -0.596 -5.327
O7 -3.731 -1.228 -3.146
H10 -4.280 -3.138 -1.398
H11 -3.737 -1.833 -0.488
H12 -2.609 -3.154 -0.619
H13 -2.100 -1.121 -2.002
H14 -2.432 -3.727 -3.265
H15 -1.019 -2.569 -3.459
C10 -1.454 1.044 1.561
C11 -2.741 0.933 2.395
C12 -3.835 1.896 1.854
O8 -4.933 1.068 1.704
C13 -4.599 -0.164 1.986
O9 -5.455 -1.049 2.163
O10 -3.341 -0.303 2.212
H16 -0.867 1.897 1.901
H17 -1.624 1.127 0.487
H18 -0.758 0.243 1.809
H19 -2.436 1.113 3.426
H20 -3.462 2.425 0.978
H21 -4.028 2.734 2.523
C14 2.507 2.622 1.238
C15 3.739 2.331 0.337
C16 3.511 1.418 -0.857
O11 4.150 2.131 -1.893
C17 4.265 3.383 -1.658
O12 4.503 4.148 -2.523
O13 4.030 3.596 -0.387
H22 2.808 3.387 1.954
H23 2.143 1.844 1.909
H24 1.722 3.035 0.605
H25 4.614 1.949 0.862
H26 2.449 1.226 -1.005
H27 4.100 0.534 -0.613
C18 0.510 0.381 4.913
C19 0.672 -1.145 4.982
C20 0.246 -1.861 3.744
O14 1.309 -2.781 3.452
C21 2.330 -2.456 4.182
O15 3.494 -2.887 4.068
O16 2.044 -1.402 4.996
H28 -0.552 0.609 4.828
H29 0.857 0.731 3.941
H30 0.985 0.891 5.752
H31 0.350 -1.567 5.934
H32 0.139 -1.180 2.900
H33 -0.729 -2.319 3.912

Properties
Max |F|: 6.85 eV/A
Frontier orbital gap (spin up / spin down): 2.83 / 7.21 eV
Highest occupied orbital energy (spin up / spin down): -0.1223 / -0.2809 hartree
Spin multiplicity: 2
Electronic energy: -56379.652 eV

These are the Löwdin partial charges, in e, on atoms 1 to 8: 0.43 0.56 -0.36 -0.63 0.02 0.03 0.05 -0.02